Formula: C2F4OS
Source: OMol25
Level of theory: the ωB97M-V functional and the def2-TZVPD basis

Structure (XYZ):
```
8
C2F4OS the ωB97M-V functional and the def2-TZVPD basis
C 0.33 -0.62 -0.11
C 0.44 0.76 0.41
O -1.12 -2.30 -1.55
F 1.37 -1.45 0.10
F 0.87 1.67 -0.41
F 1.30 0.91 1.53
F -0.76 1.13 0.80
S -1.00 -0.93 -1.09
```

Output
Multiplicity: 1
E_HOMO, eV: -10.5
Energy above the lowest of the compared OMol25 structures with the same formula, charge and spin, eV: 0.042



Formula: C2F4OS
Source: OMol25
Level of theory: the ωB97M-V functional and the def2-TZVPD basis

Structure (XYZ):
```
8
C2F4OS the ωB97M-V functional and the def2-TZVPD basis
C 0.19 -0.70 0.15
C -0.89 0.40 -0.07
O 1.23 -0.59 0.67
F -0.25 -1.79 -0.42
F -1.64 0.59 1.12
F -1.80 -0.07 -0.95
F -0.43 1.61 -0.50
S 3.59 0.55 -0.01
```

Output
Multiplicity: 1
E_HOMO (alpha / beta), eV: -9.9 / -9.9
Energy above the lowest of the compared OMol25 structures with the same formula, charge and spin, eV: 1.280



Formula: C2F5NO3S
Source: OMol25
Level of theory: the ωB97M-V functional and the def2-TZVPD basis

Structure (XYZ):
```
12
C2F5NO3S the ωB97M-V functional and the def2-TZVPD basis
O 2.05 2.40 -0.42
N 1.64 1.34 -0.17
C 1.16 0.38 0.29
C 1.09 -1.05 0.13
F -0.14 -1.52 -0.19
F 1.87 -1.42 -0.91
F 1.56 -1.72 1.16
O -2.68 -0.91 -0.28
S -1.86 0.13 0.14
O -1.03 0.21 1.30
F -0.95 0.65 -1.19
F -2.70 1.50 0.15
```

Output
Multiplicity: 1
Structure (SMILES): [O-][N+]#CC(F)(F)F.O=S(=O)(F)F
E_HOMO, eV: -10.8
Energy above the lowest of the compared OMol25 structures with the same formula, charge and spin, eV: 0.000



Formula: C2F6
Source: OMol25
Level of theory: the ωB97M-V functional and the def2-TZVPD basis

Structure (XYZ):
```
8
C2F6 the ωB97M-V functional and the def2-TZVPD basis
C 0.87 0.21 -1.54
C -0.88 -0.09 1.38
F 1.82 0.40 -2.36
F 0.01 -0.76 -1.99
F 1.44 -0.17 -0.41
F 0.00 0.44 2.30
F -1.44 0.82 0.64
F -1.88 -0.84 1.87
```

Output
Multiplicity: 1
E_HOMO (alpha / beta), eV: -10.7 / -10.3
Energy above the lowest of the compared OMol25 structures with the same formula, charge and spin, eV: 4.457



Formula: C2F6NO2S2Sc
Source: OMol25
Level of theory: the ωB97M-V functional and the def2-TZVPD basis

Structure (XYZ):
```
14
C2F6NO2S2Sc the ωB97M-V functional and the def2-TZVPD basis
Sc 1.22 0.79 -1.75
N -0.72 0.15 1.01
S 0.71 -0.63 0.97
O 1.36 -0.71 -0.43
C 1.76 0.77 1.68
F 1.17 1.34 2.70
F 1.96 1.68 0.72
F 2.93 0.27 2.04
S -1.56 0.57 -0.29
O -0.67 1.22 -1.38
C -1.96 -1.08 -1.16
F -1.17 -1.28 -2.21
F -1.83 -2.09 -0.32
F -3.21 -1.02 -1.57
```

Output
Multiplicity: 1
Charge: +2
E_HOMO, eV: -18.6
Energy above the lowest of the compared OMol25 structures with the same formula, charge and spin, eV: 0.000



Formula: C2F6NO4RbS2
Source: OMol25
Level of theory: the ωB97M-V functional and the def2-TZVPD basis

Structure (XYZ):
```
16
C2F6NO4RbS2 the ωB97M-V functional and the def2-TZVPD basis
Rb 0.78 -4.25 -0.62
C 0.03 -0.67 2.31
F 0.45 0.57 2.41
F 1.06 -1.50 2.37
F -0.79 -0.89 3.33
S -0.91 -0.95 0.72
O -0.97 -2.41 0.62
O -2.18 -0.30 0.87
N 0.13 -0.38 -0.46
S -0.44 1.03 -0.92
O -1.62 0.93 -1.74
O -0.43 2.04 0.13
C 0.96 1.59 -2.06
F 0.73 2.83 -2.46
F 2.12 1.58 -1.39
F 1.06 0.79 -3.11
```

Output
Multiplicity: 1
E_HOMO, eV: -9.3
Energy above the lowest of the compared OMol25 structures with the same formula, charge and spin, eV: 0.122



Formula: C2F6NO4S2Sc
Source: OMol25
Level of theory: the ωB97M-V functional and the def2-TZVPD basis

Structure (XYZ):
```
16
C2F6NO4S2Sc the ωB97M-V functional and the def2-TZVPD basis
C -1.03 -2.18 -0.35
F -1.82 -2.79 -1.25
F -0.19 -1.67 -1.29
F -1.33 -3.02 0.63
Sc 0.79 -1.01 2.44
N -0.76 0.88 -0.19
S -1.62 -0.23 0.49
O -1.19 -0.61 1.86
O -3.04 -0.07 0.28
S 0.59 1.55 0.39
O 1.23 0.73 1.46
O 0.42 2.96 0.66
C 1.78 1.39 -1.05
F 1.53 0.29 -1.71
F 1.64 2.44 -1.82
F 2.99 1.34 -0.54
```

Output
Multiplicity: 1
Charge: +2
E_HOMO, eV: -18.7



Formula: C2FOV
Source: OMol25
Level of theory: the ωB97M-V functional and the def2-TZVPD basis

Structure (XYZ):
```
5
C2FOV the ωB97M-V functional and the def2-TZVPD basis
C -1.50 -0.60 -0.72
C -0.43 0.13 -0.30
O 0.36 -0.52 0.47
F -0.67 1.42 0.03
V 2.24 -0.43 0.51
```

Output
Multiplicity: 5
E_HOMO (alpha / beta), eV: -7.7 / -8.5
Energy above the lowest of the compared OMol25 structures with the same formula, charge and spin, eV: 0.455



Formula: C2H10BrN4
Source: OMol25
Level of theory: the ωB97M-V functional and the def2-TZVPD basis

Structure (XYZ):
```
17
C2H10BrN4 the ωB97M-V functional and the def2-TZVPD basis
C -1.72 -0.47 1.03
C 1.57 1.42 -0.14
N 1.72 2.69 -0.29
N 2.31 0.46 0.20
N -1.26 -0.75 -0.28
N -1.44 -2.03 -0.96
Br 1.50 -1.57 0.16
H -0.94 -0.54 1.75
H -2.29 0.55 1.00
H -2.59 -1.12 1.35
H 0.43 1.20 -0.19
H 2.45 3.23 0.17
H 0.95 3.20 -0.72
H 3.33 0.54 0.24
H -0.51 -2.47 -0.65
H -1.25 -1.85 -2.00
H -2.24 -2.48 -0.65
```

Output
Multiplicity: 1
Charge: +1
E_HOMO (alpha / beta), eV: -11.3 / -12.9
Energy above the lowest of the compared OMol25 structures with the same formula, charge and spin, eV: 2.885



Formula: C2H10F7OP2Si2
Source: OMol25
Level of theory: the ωB97M-V functional and the def2-TZVPD basis

Structure (XYZ):
```
24
C2H10F7OP2Si2 the ωB97M-V functional and the def2-TZVPD basis
C -1.52 -0.39 -0.21
P -0.39 -1.84 0.02
C 1.18 -1.15 0.72
Si 0.17 -2.45 -2.03
F -0.94 -3.52 -2.55
O 0.17 -1.32 -3.23
Si 1.07 0.05 -3.44
H -1.52 0.02 -1.22
H -2.54 -0.71 0.03
H -1.24 0.40 0.50
H 1.45 -0.17 0.31
H 1.04 -1.04 1.79
H 1.99 -1.86 0.53
H 1.47 -3.16 -2.03
H 0.17 1.16 -3.83
H 2.07 -0.18 -4.51
H 1.78 0.40 -2.19
F -2.11 2.95 3.25
P -0.63 2.26 3.06
F 0.05 1.98 4.52
F 0.57 1.28 2.48
F -0.74 2.66 1.47
F -1.48 0.87 3.26
F -0.05 3.77 3.29
```

Output
Multiplicity: 1
Charge: -1
E_HOMO, eV: -6.0



Formula: C2H10N2
Source: OMol25
Level of theory: the ωB97M-V functional and the def2-TZVPD basis

Structure (XYZ):
```
14
C2H10N2 the ωB97M-V functional and the def2-TZVPD basis
C -0.80 -0.98 -0.90
C 0.12 -1.22 0.28
N -0.38 -0.57 1.51
H -0.96 0.12 -1.06
H -1.73 -1.52 -0.88
H -0.24 -1.46 -1.75
H 1.16 -0.91 0.16
H 0.21 -2.25 0.64
H -1.01 -1.23 1.97
H -0.86 0.31 1.38
N 1.00 2.46 -0.62
H 1.28 1.48 -0.67
H 1.68 3.00 -1.15
H 0.18 2.51 -1.22
```

Output
Multiplicity: 1
Structure (SMILES): CCN.N
E_HOMO, eV: -9.0
Energy above the lowest of the compared OMol25 structures with the same formula, charge and spin, eV: 0.340



Formula: C2H10N2
Source: OMol25
Level of theory: the ωB97M-V functional and the def2-TZVPD basis

Structure (XYZ):
```
14
C2H10N2 the ωB97M-V functional and the def2-TZVPD basis
C 0.68 -2.03 -0.74
C 0.03 -0.54 -0.73
N -1.36 -0.23 -0.30
H 0.36 -2.60 0.12
H 1.73 -1.77 -0.70
H 0.29 -2.50 -1.62
H 0.16 -0.22 -1.81
H 0.77 0.19 -0.37
H -1.85 -0.63 -1.10
H -1.55 -0.89 0.45
N 0.16 2.75 1.76
H 0.85 3.47 1.79
H -0.69 3.19 1.46
H 0.42 1.80 1.80
```

Output
Multiplicity: 1
Structure (SMILES): CCN.N
E_HOMO, eV: -9.1
Energy above the lowest of the compared OMol25 structures with the same formula, charge and spin, eV: 1.046



For the records above, the corresponding DFT total energy values read -949.037968 -948.992490 -1254.067137 -675.263774 -2437.032461 -1851.575231 -2587.305169 -1195.035206 -2874.813155 -2118.617356 -191.684898 -191.658962 a.u..
For the records above, the corresponding molar mass values read 148.1 148.1 213.1 138.0 293.1 365.6 325.1 110.0 170.0 301.2 62.1 62.1 g/mol.